Computed, not measured: 12 unconnected molecules or ions with the total composition C94H206ClF3N10O2 in a non-equilibrium geometry, with wB97M-V/def2-TZVPD.

Each line ends with the Löwdin charge.
Positions of all 316 atoms, in Å:
C (-0.8120, -2.2154, 1.4224)  -0.477
O (-0.5644, -1.1527, 0.3647)  -0.151
O (-0.6695, -3.4544, 1.0412)  -0.143
C (0.0366, -1.7214, 2.5728)  -0.587
F (1.4059, -1.7784, 2.4315)  0.083
F (-0.1945, -0.4481, 3.0001)  0.113
F (-0.1792, -2.5625, 3.5097)  0.176
C (-1.7347, -0.9154, -0.4053)  -0.297
C (-1.3608, 0.0897, -1.4776)  -0.072
H (-0.7980, 0.8371, -0.8838)  0.064
H (-0.7518, -0.4270, -2.2301)  0.056
H (-2.1933, 0.5362, -2.0676)  0.069
H (-2.4835, -0.4000, 0.2368)  0.110
H (-2.1465, -1.8388, -0.8276)  0.111
H (-1.7801, -1.9758, 1.8063)  0.124
C (1.8880, 1.8620, 0.5042)  -0.084
C (2.9241, 1.2809, 1.4912)  -0.220
C (4.3750, 1.6907, 1.1021)  -0.181
C (5.3679, 1.0210, 2.0214)  -0.112
N (6.8276, 1.2374, 1.7186)  -0.309
C (7.2257, 0.6859, 0.3631)  -0.071
C (7.3294, -0.8068, 0.6172)  -0.141
C (7.7465, -0.9273, 2.0851)  -0.109
C (7.6243, 0.4848, 2.6948)  -0.104
C (7.2197, 2.6854, 1.8163)  0.043
H (0.9075, 1.9001, 0.9627)  0.036
H (1.8079, 1.2598, -0.4035)  0.067
H (2.3312, 2.8082, 0.2208)  0.061
H (2.8965, 0.2013, 1.5068)  0.090
H (2.7485, 1.8053, 2.4290)  0.095
H (4.4025, 2.7747, 0.9426)  0.118
H (4.5546, 1.3571, 0.0750)  0.102
H (5.3398, -0.0830, 2.0038)  0.140
H (5.2487, 1.3719, 3.0406)  0.133
H (8.2369, 1.0819, 0.1420)  0.159
H (6.5339, 1.0084, -0.4250)  0.128
H (8.0764, -1.2748, -0.0186)  0.132
H (6.4442, -1.3585, 0.3578)  0.100
H (8.8362, -1.1130, 2.0554)  0.143
H (7.2519, -1.6589, 2.6840)  0.087
H (8.5860, 1.0125, 2.7652)  0.150
H (7.1077, 0.5289, 3.6706)  0.142
H (6.9924, 3.0239, 2.8467)  0.134
H (6.6456, 3.2065, 1.0725)  0.096
H (8.2764, 2.7806, 1.5730)  0.121
C (3.2427, 7.8142, 0.9396)  -0.080
C (2.9143, 7.6982, 2.4694)  -0.236
C (1.7058, 6.8118, 2.6334)  -0.192
C (1.5166, 6.4264, 4.1415)  -0.097
N (0.4225, 5.4280, 4.4115)  -0.270
C (0.4637, 5.0618, 5.8608)  -0.064
C (-0.1564, 3.6058, 5.8912)  -0.105
C (0.2409, 2.9605, 4.5396)  -0.180
C (0.7536, 4.0601, 3.7018)  -0.118
C (-0.9235, 5.9090, 3.9777)  0.040
H (3.4541, 6.8480, 0.5398)  0.045
H (4.0302, 8.5071, 0.7320)  0.071
H (2.3299, 8.2169, 0.3932)  0.087
H (2.7998, 8.6784, 2.9618)  0.130
H (3.8044, 7.3868, 3.0426)  0.119
H (1.8536, 5.8903, 2.0592)  0.097
H (0.7895, 7.1976, 2.2150)  0.101
H (1.1754, 7.2977, 4.7104)  0.152
H (2.3840, 6.0333, 4.6406)  0.126
H (-0.0575, 5.7771, 6.4773)  0.145
H (1.5011, 4.9619, 6.1264)  0.130
H (-1.2141, 3.7069, 5.9266)  0.073
H (0.1193, 3.0350, 6.7853)  0.121
H (-0.5458, 2.3687, 4.0885)  0.058
H (1.0556, 2.2463, 4.6736)  0.104
H (0.1702, 4.1082, 2.7917)  0.051
H (1.8353, 4.0417, 3.5176)  0.131
H (-1.1646, 6.7865, 4.5790)  0.128
H (-1.6279, 5.0822, 4.0603)  0.093
H (-0.8818, 6.1072, 2.9093)  0.091
C (4.2644, 1.0167, -3.6594)  -0.106
C (3.0020, 1.5008, -4.3000)  -0.267
C (2.9364, 2.9155, -4.9690)  -0.169
C (4.0466, 3.1485, -5.9959)  -0.111
N (3.9025, 4.4329, -6.7951)  -0.292
C (2.6950, 4.3660, -7.7409)  -0.098
C (3.0949, 4.9797, -9.0468)  -0.117
C (4.5549, 5.4691, -8.8454)  -0.134
C (5.0782, 4.5468, -7.8023)  -0.077
C (3.8776, 5.5999, -5.9599)  -0.004
H (5.0193, 0.7317, -4.3614)  0.079
H (3.9884, 0.1621, -3.0541)  0.062
H (4.5696, 1.7063, -2.8656)  0.075
H (2.2265, 1.5172, -3.5262)  0.097
H (2.6304, 0.6830, -4.9181)  0.094
H (3.0507, 3.6454, -4.1451)  0.110
H (1.8771, 3.0975, -5.2547)  0.117
H (4.1257, 2.3908, -6.7591)  0.133
H (4.9849, 3.2584, -5.4280)  0.148
H (1.9218, 4.9900, -7.2824)  0.131
H (2.3020, 3.3665, -7.8368)  0.128
H (2.4366, 5.8390, -9.2695)  0.141
H (3.1055, 4.2969, -9.8829)  0.125
H (4.6841, 6.5321, -8.5652)  0.134
H (5.1055, 5.3820, -9.7651)  0.134
H (5.9757, 4.8070, -7.2561)  0.146
H (5.2208, 3.5092, -8.1303)  0.145
H (3.8870, 6.4066, -6.7426)  0.130
H (4.7519, 5.6373, -5.2607)  0.142
H (2.9319, 5.6457, -5.3979)  0.104
C (2.6575, -5.4211, -5.8643)  -0.083
C (2.8775, -3.9709, -5.3219)  -0.217
C (1.9645, -3.6242, -4.1245)  -0.217
C (2.0585, -4.5362, -2.9426)  -0.131
N (1.2492, -4.1284, -1.7683)  -0.246
C (1.6046, -2.7993, -1.1876)  -0.117
C (2.8852, -3.0489, -0.3970)  -0.135
C (2.6012, -4.4154, 0.2436)  -0.147
C (1.4532, -5.0329, -0.5603)  -0.093
C (-0.2526, -4.0585, -2.1411)  0.055
H (3.0223, -6.0862, -5.1062)  0.059
H (3.3791, -5.6114, -6.6629)  0.085
H (1.6298, -5.6899, -6.1655)  0.087
H (2.5269, -3.2562, -6.0457)  0.080
H (3.9793, -3.8618, -5.0733)  0.137
H (0.9393, -3.6316, -4.4537)  0.092
H (2.1338, -2.5683, -3.8880)  0.098
H (3.1282, -4.6668, -2.6556)  0.163
H (1.6968, -5.5214, -3.1521)  0.130
H (0.7617, -2.4996, -0.4980)  0.121
H (1.7309, -2.1077, -2.0079)  0.112
H (2.9061, -2.2763, 0.3800)  0.097
H (3.8121, -3.0817, -0.9851)  0.117
H (2.2971, -4.3209, 1.2891)  0.095
H (3.6092, -4.8371, 0.2659)  0.116
H (0.4994, -5.0190, -0.0465)  0.092
H (1.6099, -6.0679, -0.9495)  0.148
H (-0.6212, -5.0498, -2.4826)  0.131
H (-0.3428, -3.2326, -2.8738)  0.098
H (-0.7765, -3.7304, -1.2414)  0.069
C (5.6435, -4.5877, 3.0308)  -0.065
C (4.3154, -3.8650, 3.4287)  -0.247
C (4.5078, -3.2557, 4.8332)  -0.170
C (3.2908, -2.4132, 5.2871)  -0.135
N (3.2903, -1.7928, 6.6477)  -0.307
C (3.2418, -2.8741, 7.6975)  -0.103
C (2.7356, -2.2283, 8.9818)  -0.099
C (2.1287, -0.8252, 8.5105)  -0.099
C (2.1271, -0.9046, 6.9500)  -0.081
C (4.5742, -1.0574, 6.8772)  0.031
H (5.4210, -5.3968, 2.3704)  0.060
H (6.1352, -4.9287, 3.9676)  0.094
H (6.3994, -3.8739, 2.6755)  0.062
H (3.5702, -4.6341, 3.4834)  0.089
H (4.0590, -3.1649, 2.6489)  0.083
H (5.3670, -2.5693, 4.7747)  0.112
H (4.6416, -4.1462, 5.5126)  0.144
H (2.3404, -2.9875, 5.2515)  0.137
H (3.2385, -1.5528, 4.5998)  0.131
H (4.1597, -3.4523, 7.7324)  0.140
H (2.4663, -3.5813, 7.3281)  0.145
H (3.4688, -2.1061, 9.7520)  0.118
H (1.9852, -2.8507, 9.4685)  0.125
H (2.7248, -0.0117, 8.9401)  0.120
H (1.1254, -0.8240, 8.8925)  0.108
H (2.4225, 0.0595, 6.5535)  0.123
H (1.2171, -1.3997, 6.5322)  0.152
H (4.4533, -0.6095, 7.8475)  0.102
H (4.7804, -0.3231, 6.0947)  0.111
H (5.4347, -1.7352, 6.9719)  0.127
C (-6.6752, 5.7239, -1.4001)  -0.101
C (-5.6092, 5.6218, -2.4429)  -0.245
C (-4.2924, 5.2901, -1.7484)  -0.194
C (-3.0910, 5.3385, -2.6458)  -0.089
N (-1.7330, 5.1071, -1.9810)  -0.231
C (-1.4158, 5.9144, -0.6965)  -0.066
C (-0.0550, 6.4935, -0.9159)  -0.188
C (0.0607, 6.6760, -2.3637)  -0.160
C (-0.6339, 5.4702, -2.9056)  -0.143
C (-1.4812, 3.6438, -1.7585)  -0.049
H (-7.7013, 5.9476, -1.7775)  0.113
H (-6.4667, 6.5130, -0.6809)  0.089
H (-6.7675, 4.8425, -0.8169)  0.023
H (-5.5684, 6.5723, -2.9784)  0.128
H (-5.8293, 4.8613, -3.1647)  0.109
H (-4.4417, 4.2994, -1.3102)  0.102
H (-4.2465, 5.9585, -0.8637)  0.127
H (-2.9260, 6.3028, -3.0964)  0.141
H (-3.1473, 4.6060, -3.4459)  0.143
H (-1.5663, 5.2455, 0.1403)  0.066
H (-2.1712, 6.7299, -0.7269)  0.149
H (0.7267, 5.8486, -0.4740)  0.125
H (0.0147, 7.4957, -0.4754)  0.133
H (1.1158, 6.7192, -2.5991)  0.123
H (-0.3019, 7.6264, -2.7878)  0.149
H (0.0666, 4.6166, -2.9268)  0.125
H (-1.0416, 5.5188, -3.9007)  0.136
H (-1.3496, 3.1898, -2.7110)  0.084
H (-2.3819, 3.1796, -1.3126)  0.070
H (-0.6063, 3.4668, -1.1363)  0.087
C (-7.0825, 3.3985, 1.7014)  -0.102
C (-7.4266, 4.1039, 3.0229)  -0.197
C (-6.9818, 3.4295, 4.3714)  -0.154
C (-5.5634, 2.9276, 4.2928)  -0.109
N (-5.0197, 2.0758, 5.4878)  -0.240
C (-3.6545, 1.5419, 5.1281)  -0.131
C (-3.8484, 0.0961, 4.7235)  -0.135
C (-5.0204, -0.3398, 5.6698)  -0.117
C (-5.9331, 0.8826, 5.7541)  -0.076
C (-4.8785, 2.8665, 6.7498)  0.021
H (-7.4720, 3.9938, 0.8787)  0.060
H (-7.6619, 2.4628, 1.7101)  0.078
H (-6.0084, 3.1847, 1.6073)  0.063
H (-8.4972, 4.1787, 3.0579)  0.115
H (-6.9948, 5.0955, 3.0253)  0.111
H (-7.6631, 2.6483, 4.6918)  0.110
H (-7.0353, 4.1807, 5.1562)  0.120
H (-4.8745, 3.7510, 4.2976)  0.128
H (-5.3308, 2.4417, 3.3629)  0.106
H (-3.0191, 1.6159, 6.0573)  0.143
H (-3.1886, 2.1846, 4.3443)  0.096
H (-2.9339, -0.4461, 4.9151)  0.109
H (-4.1052, -0.0839, 3.6910)  0.097
H (-4.6107, -0.5840, 6.6665)  0.132
H (-5.5861, -1.1659, 5.2355)  0.105
H (-6.3262, 1.0044, 6.7748)  0.147
H (-6.7150, 0.8558, 5.0129)  0.118
H (-4.0601, 3.5876, 6.6920)  0.111
H (-4.6409, 2.1776, 7.5530)  0.115
H (-5.8119, 3.3552, 7.0070)  0.117
C (-5.0382, 1.1433, -1.2420)  -0.117
C (-6.5600, 0.9322, -1.1407)  -0.207
C (-7.0597, -0.1996, -0.2192)  -0.197
C (-6.4905, -1.5491, -0.4851)  -0.066
N (-6.8434, -2.5332, 0.7092)  -0.235
C (-6.2480, -2.0638, 2.0362)  -0.120
C (-5.6190, -3.2675, 2.7346)  -0.101
C (-5.0092, -3.9616, 1.4117)  -0.115
C (-6.1782, -3.8589, 0.4480)  -0.113
C (-8.3170, -2.7175, 0.8758)  0.027
H (-4.3715, 0.3122, -1.5789)  0.056
H (-4.5680, 1.5047, -0.2934)  0.068
H (-4.8434, 1.9742, -1.9249)  0.057
H (-6.9291, 0.7878, -2.1788)  0.128
H (-6.9701, 1.8877, -0.7482)  0.104
H (-8.1399, -0.2238, -0.1943)  0.118
H (-6.8682, 0.1474, 0.7887)  0.097
H (-5.4103, -1.5178, -0.5733)  0.123
H (-6.9367, -2.0201, -1.3293)  0.135
H (-7.0164, -1.4799, 2.5615)  0.136
H (-5.4274, -1.3905, 1.8026)  0.118
H (-6.3170, -3.9267, 3.2478)  0.123
H (-4.8350, -3.0581, 3.4310)  0.090
H (-4.8199, -5.0461, 1.4993)  0.121
H (-4.0956, -3.4820, 1.1114)  0.096
H (-6.8477, -4.6709, 0.6480)  0.133
H (-5.8689, -3.9321, -0.5998)  0.141
H (-8.5174, -3.4274, 1.7191)  0.142
H (-8.7957, -3.0053, -0.0421)  0.118
H (-8.7966, -1.7584, 1.1101)  0.107
C (-0.2631, -0.1410, -5.5580)  -0.128
C (-1.5953, -0.5436, -6.2183)  -0.206
C (-1.3075, -1.6312, -7.3293)  -0.168
C (-0.9430, -1.0148, -8.6761)  -0.113
N (-0.6525, -2.0526, -9.7351)  -0.304
C (-0.3708, -1.4038, -11.0658)  -0.078
C (-0.9324, -2.3493, -12.1768)  -0.087
C (-1.5747, -3.5696, -11.4159)  -0.098
C (-1.7429, -3.0592, -9.9410)  -0.083
C (0.5376, -2.7786, -9.4410)  -0.030
H (0.4284, 0.2981, -6.2760)  0.061
H (0.2414, -0.9617, -5.0173)  0.062
H (-0.5037, 0.6222, -4.8027)  0.061
H (-2.0603, 0.4047, -6.5411)  0.121
H (-2.1699, -1.0852, -5.4687)  0.102
H (-2.1844, -2.2221, -7.5648)  0.103
H (-0.5303, -2.3060, -6.9151)  0.113
H (-0.0232, -0.4784, -8.5195)  0.120
H (-1.7007, -0.3071, -9.0534)  0.155
H (0.7216, -1.3269, -11.1560)  0.135
H (-0.8168, -0.4123, -11.1475)  0.136
H (-0.1375, -2.7838, -12.7770)  0.122
H (-1.6085, -1.8052, -12.7979)  0.114
H (-0.9486, -4.4665, -11.5275)  0.122
H (-2.5476, -3.8956, -11.8096)  0.131
H (-1.5723, -3.9219, -9.2409)  0.148
H (-2.6832, -2.5725, -9.7144)  0.137
H (0.8152, -3.3728, -10.2980)  0.125
H (0.3146, -3.4596, -8.6187)  0.106
H (1.4058, -2.1443, -9.2382)  0.127
C (2.8073, -9.1721, 1.6626)  -0.083
C (2.6486, -7.6641, 1.7865)  -0.266
C (1.2093, -7.2663, 1.9404)  -0.210
C (0.4297, -7.9322, 3.0984)  -0.087
N (-0.9665, -7.3998, 3.4008)  -0.273
C (-0.9509, -5.9558, 3.8782)  -0.112
C (-2.2457, -5.7476, 4.5759)  -0.148
C (-2.7423, -7.1405, 5.0633)  -0.098
C (-1.5880, -8.1074, 4.5802)  -0.056
C (-1.8111, -7.5798, 2.1874)  0.039
H (2.4444, -9.6772, 2.5965)  0.093
H (3.8263, -9.5289, 1.5745)  0.085
H (2.2492, -9.5544, 0.7952)  0.094
H (2.9811, -7.1865, 0.8623)  0.096
H (3.2777, -7.3590, 2.6180)  0.108
H (0.7398, -7.4822, 0.9668)  0.113
H (1.1756, -6.1908, 1.8565)  0.078
H (1.0518, -7.8951, 3.9832)  0.137
H (0.2787, -9.0222, 2.8970)  0.153
H (-0.8404, -5.3629, 2.9608)  0.110
H (-0.0234, -5.7916, 4.4273)  0.141
H (-2.9375, -5.2035, 3.9468)  0.100
H (-2.1382, -5.1749, 5.4917)  0.119
H (-3.7698, -7.3745, 4.7942)  0.117
H (-2.7908, -7.2309, 6.1346)  0.113
H (-1.9317, -9.0968, 4.3606)  0.142
H (-0.8403, -8.1004, 5.3581)  0.137
H (-2.8521, -7.3183, 2.4278)  0.114
H (-1.7818, -8.5946, 1.7893)  0.130
H (-1.4019, -6.8531, 1.4785)  0.101
Cl (-1.9567, 2.8549, 1.6129)  -0.336

Computed properties:
orbital gap = 8.4944 eV
molecular weight = 1601.197 g/mol
lowest unoccupied orbital energy = -12.4 eV
energy = -5159.751503 a.u.
net charge = +8